{"formula": "C97H215N13O13", "method": "ωB97M-V/def2-TZVPD", "elements": ["O", "O", "O", "O", "O", "O", "O", "O", "O", "O", "O", "O", "O", "N", "N", "N", "N", "N", "N", "N", "N", "N", "N", "N", "N", "N", "C", "C", "C", "C", "C", "C", "C", "C", "C", "C", "C", "C", "C", "C", "C", "C", "C", "C", "C", "C", "C", "C", "C", "C", "C", "C", "C", "C", "C", "C", "C", "C", "C", "C", "C", "C", "C", "C", "C", "C", "C", "C", "C", "C", "C", "C", "C", "C", "C", "C", "C", "C", "C", "C", "C", "C", "C", "C", "C", "C", "C", "C", "C", "C", "C", "C", "C", "C", "C", "C", "C", "C", "C", "C", "C", "C", "C", "C", "C", "C", "C", "C", "C", "C", "C", "C", "C", "C", "C", "C", "C", "C", "C", "C", "C", "C", "C", "H", "H", "H", "H", "H", "H", "H", "H", "H", "H", "H", "H", "H", "H", "H", "H", "H", "H", "H", "H", "H", "H", "H", "H", "H", "H", "H", "H", "H", "H", "H", "H", "H", "H", "H", "H", "H", "H", "H", "H", "H", "H", "H", "H", "H", "H", "H", "H", "H", "H", "H", "H", "H", "H", "H", "H", "H", "H", "H", "H", "H", "H", "H", "H", "H", "H", "H", "H", "H", "H", "H", "H", "H", "H", "H", "H", "H", "H", "H", "H", "H", "H", "H", "H", "H", "H", "H", "H", "H", "H", "H", "H", "H", "H", "H", "H", "H", "H", "H", "H", "H", "H", "H", "H", "H", "H", "H", "H", "H", "H", "H", "H", "H", "H", "H", "H", "H", "H", "H", "H", "H", "H", "H", "H", "H", "H", "H", "H", "H", "H", "H", "H", "H", "H", "H", "H", "H", "H", "H", "H", "H", "H", "H", "H", "H", "H", "H", "H", "H", "H", "H", "H", "H", "H", "H", "H", "H", "H", "H", "H", "H", "H", "H", "H", "H", "H", "H", "H", "H", "H", "H", "H", "H", "H", "H", "H", "H", "H", "H", "H", "H", "H", "H", "H", "H", "H", "H", "H", "H", "H", "H", "H", "H", "H", "H", "H", "H", "H", "H", "H", "H", "H", "H", "H", "H", "H", "H", "H", "H", "H", "H", "H", "H", "H", "H"], "xyz": [[-0.12920, -8.56499, -1.80185], [-5.13434, 5.61842, 2.03620], [-1.97539, 4.33478, 5.25355], [5.39735, -5.05819, 1.42542], [0.52530, 0.14553, 2.06338], [6.15682, 1.05608, -2.95160], [3.20550, -1.94835, 4.98568], [0.65974, -4.15305, -8.17589], [-1.37812, 4.53830, 0.10889], [-4.31080, -4.57888, 4.63338], [3.94056, 2.37405, 3.57136], [-5.65245, 3.09346, -5.13098], [-4.78291, -3.24370, 0.39919], [0.02249, 4.60423, -0.00908], [6.26109, -7.39794, -0.08794], [0.51310, 0.37046, 0.66305], [6.49408, 0.95085, -1.60692], [-2.13208, -2.70525, 3.52257], [-1.08994, 1.84280, 4.81076], [-5.86094, 4.79143, 1.13426], [4.23194, 3.18950, 4.64504], [-5.87414, -2.34894, 0.24365], [6.39896, -3.12549, 3.35709], [0.80084, -2.79642, -7.93286], [-4.45813, 3.37272, -5.80644], [-0.14178, -7.47996, -0.94945], [0.75564, 4.87031, 1.26386], [-1.98174, -6.21601, -2.05113], [6.10116, -1.72994, 5.26961], [-0.02866, 6.76134, -1.29338], [-0.51070, -6.15454, -1.56281], [-6.97164, -3.61669, -1.62005], [-0.56248, -7.80432, 0.47971], [-6.22681, 6.69006, -0.36683], [-3.32117, 2.49398, -5.35525], [-1.91895, -4.01324, 4.12111], [-7.83304, -1.23120, 1.38003], [-2.02611, 2.78163, -6.25838], [-1.68920, 4.27046, -6.15249], [-1.78398, 1.05841, 0.72123], [-6.76463, -2.34592, 1.48376], [2.73112, 5.71299, 0.04613], [5.50705, -2.86201, 4.46940], [-0.25519, -6.51626, 1.38766], [-5.78488, -1.87718, 2.62632], [8.32407, -0.74827, -1.78907], [-0.66568, -2.94300, -5.91325], [7.87100, 2.93824, -1.49866], [-6.95212, 4.45880, -1.13488], [-6.91334, 2.90348, -0.91564], [0.21573, 6.04845, 2.01331], [-3.87174, 1.05890, -5.73964], [-4.51790, 2.77206, 1.33400], [2.04304, 5.28133, -1.28823], [3.16502, -2.18956, -8.70762], [-0.91828, 0.47797, -1.46609], [-0.70248, -5.13272, 0.91412], [5.54184, 3.15814, -0.91836], [5.10061, -7.47102, 0.70616], [-4.17372, 4.78322, -6.01282], [5.62898, 3.70954, 4.59049], [-0.54013, -3.81747, 4.79230], [0.00545, 4.48332, -2.42427], [0.52884, 5.26535, -1.25703], [4.07585, 3.68377, 7.11426], [6.08656, 4.54271, 5.80709], [6.74673, 2.18846, -0.87150], [0.44221, -5.85370, -2.81359], [6.87889, 1.85872, 0.72152], [-8.57816, -1.32193, 0.03029], [-0.30391, -4.94315, -0.53177], [1.83991, -2.52684, -5.63295], [5.75337, 4.74574, 3.40385], [-2.84632, 5.33725, 4.81790], [-2.68979, 3.28183, 5.92758], [-0.78985, 0.10252, 0.08432], [-2.79209, 5.14390, -6.76734], [1.35988, -0.54827, -8.97552], [1.36495, 0.04834, -7.58349], [2.98353, 0.62276, 0.44981], [2.98784, -2.77220, 6.18328], [-6.75298, 2.71279, 0.54377], [-2.53477, 2.16427, 4.86070], [-4.33635, -5.57553, 3.63992], [1.64802, 0.16400, -1.54063], [-1.31256, -1.33335, 0.32693], [7.00901, -0.57235, 0.44392], [-6.40243, 3.15145, 3.02380], [-3.07796, 2.50434, -3.84301], [-5.86332, 3.37187, 1.55113], [5.88894, -1.42507, -1.66147], [1.69082, -2.03364, -9.00591], [-4.21722, 5.61157, -4.71826], [-3.42997, 0.99617, 5.25508], [-2.00996, -8.23009, 0.75907], [-7.41972, -3.67131, 1.81275], [5.62422, 3.90384, 7.03879], [4.32409, -4.43089, 0.71529], [0.63682, -2.32698, -6.52918], [6.59574, 2.53302, 4.40059], [-5.86344, 5.16883, -0.35803], [-6.44062, -2.24775, -1.10767], [2.30197, 4.86681, 1.18864], [0.31526, -0.80064, -6.75810], [2.02203, -1.73057, 0.16241], [0.50741, 3.77738, 2.33000], [-5.24176, 5.27657, -6.97075], [5.03795, -8.90378, 1.25292], [4.09990, -2.44941, 3.99594], [-2.99143, -4.36740, 5.12373], [0.47494, -8.82482, 1.03949], [1.68124, -0.19380, -0.08129], [5.09439, -6.36289, 1.72718], [2.18625, 2.82882, 5.79450], [7.68946, 0.63839, 1.12595], [6.94776, -0.35099, -1.17259], [3.98013, 1.21913, 6.23973], [-7.56491, -1.16763, -1.12387], [-5.30431, -1.72719, -2.07600], [1.25277, -2.53682, -10.40027], [-4.50922, 5.08362, -1.04103], [3.70323, 2.70594, 5.89647], [0.32886, -0.07469, -2.17493], [3.79317, 0.55782, -0.27707], [-0.52016, -3.91514, -5.44221], [-2.28081, -2.01098, 4.24088], [-4.11693, -5.03706, 2.71796], [4.37076, 1.56937, 3.86973], [4.73579, -3.46373, 0.42682], [-7.33348, -0.26566, 1.30074], [-5.36065, -5.93814, 3.55380], [-0.18605, 7.05893, -2.33009], [-3.66861, 3.37211, 1.66071], [2.55226, 6.77757, 0.19711], [4.21911, -6.49579, 2.36303], [7.69050, 3.48960, -2.42144], [-4.26851, 2.60856, 0.28558], [-2.22352, 2.42788, -7.27031], [-2.85488, 5.00285, -7.84635], [-3.37055, 5.50840, -4.03958], [2.47600, -3.34340, -5.97459], [-9.08251, -2.28185, -0.08052], [-7.88351, 4.94103, -0.83814], [5.95424, 4.51302, 7.88027], [-2.69860, -5.10898, 5.86698], [-4.30639, 4.09638, -1.45614], [5.88925, 4.24074, 2.44750], [0.73989, -4.84356, -3.09482], [4.02326, -4.93099, -0.20531], [-1.28907, -2.41769, 3.04639], [0.41670, -9.75474, 0.47384], [6.58861, 1.79381, 5.20161], [-4.83261, -2.40754, 2.62238], [5.80598, -0.71144, 5.01739], [-3.61564, -6.39009, 3.71185], [-1.78546, -5.09993, 1.03317], [3.41004, -4.12602, 1.22486], [0.59111, 4.03026, 3.38696], [7.24955, -3.48928, 3.76236], [-5.33630, -0.93927, 2.29891], [-6.25239, -1.90318, 3.61063], [-6.62548, 1.63312, 0.62228], [1.70338, -2.09624, 1.13855], [-5.75411, -1.28766, -2.96628], [5.68778, 5.55061, 5.69216], [0.23516, 6.96976, 1.43115], [-3.60412, 5.16458, 4.05368], [6.07170, -2.40278, -1.21560], [5.62139, 4.13764, -0.44682], [1.23790, 1.12638, -7.68242], [-3.31248, 3.43033, -3.31799], [5.67050, -1.65297, 6.26796], [-0.21704, -4.21859, -8.56133], [3.80721, -3.42289, 6.48879], [2.29301, -0.54427, -2.06067], [-6.99279, -3.74152, -2.70267], [2.41290, -1.64427, -5.34860], [-9.40549, -0.61290, 0.06033], [-1.07098, -8.48502, -1.96994], [-4.61221, -2.53585, -2.31089], [-2.02369, 0.57618, 1.66891], [-7.72532, 2.41763, -1.45670], [-3.97592, 0.83863, -6.80206], [7.17179, -1.80807, 5.45872], [1.40176, -2.19622, -0.60344], [4.11717, -9.03417, 1.82148], [5.88858, -1.61052, -2.73558], [-1.85968, 0.06037, -1.82313], [1.48727, -8.56363, 0.73116], [0.80571, 0.95074, 2.50451], [-2.19040, 6.07306, 4.35265], [-4.98257, 6.14054, -7.58269], [-2.74047, -7.44833, 0.55096], [-0.32474, -4.35083, 1.57296], [7.66709, 2.72924, 4.35826], [6.70678, 5.26343, 3.29853], [-1.11848, 2.36949, -5.81741], [4.94047, 5.46549, 3.50013], [-8.17322, -1.32816, -2.01398], [-3.72712, 5.26049, -0.30270], [6.41047, 2.10892, 3.41372], [8.23320, 3.64156, -0.74883], [-0.82905, 5.83759, 2.24149], [-6.68272, -4.45612, 1.98306], [1.97918, 3.86374, 5.52217], [0.37897, -0.33631, -9.40094], [-5.75948, 3.64396, 3.75328], [1.36851, -6.38904, -2.60509], [5.91277, -6.56637, 2.41780], [-6.08786, 2.48798, -5.73547], [3.09399, -1.92414, 0.12328], [-0.89990, -2.07473, -0.35729], [-6.04710, 2.38722, -1.32941], [-4.75080, 0.72455, -5.18866], [3.62369, 0.90610, 7.22109], [-1.40221, -3.06993, -6.70666], [-3.11632, 0.35506, -5.39026], [-3.23086, 5.77084, 5.74107], [0.34579, -9.11567, 2.08200], [2.82985, 1.70158, 0.42448], [7.63005, 0.35696, 2.17732], [-3.13854, 0.97966, 6.30527], [-2.61724, -6.46025, -1.19992], [-7.80234, -3.58985, 2.83014], [-1.89617, -4.75971, 3.32716], [0.10444, -6.29355, -3.75196], [3.55926, -3.20563, -8.72390], [3.67390, 4.69618, 7.07469], [-0.78128, -6.52853, 2.34222], [-4.18148, 6.69802, -4.79866], [-7.08116, -0.19273, -1.18434], [4.77143, 2.79514, -0.23805], [6.43418, -6.42992, -0.31835], [-0.85204, 1.52977, 3.88042], [2.64345, 3.86890, 0.91357], [5.04104, 3.19259, -1.88588], [7.54078, -1.49853, 0.66190], [-7.96329, -3.69560, -1.17452], [-6.37676, 2.10741, 3.33595], [5.10455, -9.61086, 0.42605], [-0.68976, -0.68719, -7.16449], [7.17425, 4.57931, 5.86792], [2.03058, 0.04224, -9.59966], [-1.53994, 3.59531, 0.03022], [-1.11913, -1.64044, 1.35474], [-2.16895, -5.20509, -2.41319], [0.23692, 3.42711, -2.28666], [2.78649, -2.06527, 6.98815], [-0.12639, -2.84127, 5.04519], [6.01044, -0.73090, 0.85115], [-1.10321, -2.35764, -5.10453], [3.50132, -3.31125, 3.70092], [-0.85961, 1.56629, -1.45166], [0.23855, -2.20877, -10.62796], [3.83829, 3.26495, 8.09214], [8.27580, -0.89921, -2.86749], [5.88666, -9.08070, 1.91359], [4.06903, -1.71722, 3.18907], [9.01591, 0.08920, -1.69900], [-4.16124, -2.68216, 0.86802], [1.70460, 2.63328, 6.75256], [-0.72029, 2.77696, 4.91460], [-2.10354, 2.06285, -3.63400], [-2.22259, 3.12289, 6.89947], [0.68490, 6.28564, 2.96815], [-6.69100, 4.59326, -2.18457], [-3.10628, -3.45699, 5.71199], [-0.97152, 6.95719, -0.78273], [-3.72790, 1.82276, -3.29425], [-0.15177, -4.54350, 5.50656], [3.41895, -1.87811, -7.69440], [-0.49659, 3.36292, 2.23887], [-6.27403, -4.38844, -1.29471], [-7.42676, 3.49492, 3.16831], [-2.83270, 2.56016, 3.88982], [0.39073, 0.32055, -3.18886], [4.20926, -7.32745, 0.09543], [1.96292, -2.05800, -11.07446], [-2.72236, 1.10183, 0.16837], [8.68592, -1.63944, -1.27626], [6.11027, 2.92903, 7.07880], [0.22748, 4.94281, -3.38743], [2.44784, 5.89891, -2.08999], [1.54990, -3.05763, -4.72616], [0.64784, 7.45847, -0.79895], [-2.40938, -9.09256, 0.22548], [-6.85926, 6.88575, 0.49909], [-1.64383, 4.48649, -5.08508], [-0.85460, -4.09216, -0.93259], [-1.07510, 4.62153, -2.38684], [-2.39956, -1.41171, 0.30708], [8.74982, 0.54193, 0.89266], [-5.50020, 4.45587, -7.63991], [2.35394, 4.24955, -1.45215], [2.19729, -3.51578, 6.08211], [-2.52373, 6.18133, -6.56781], [-0.69560, 4.58964, -6.46708], [-5.40107, 7.40153, -0.35919], [-3.76958, 3.37535, 6.04331], [4.89968, -1.06945, -1.37339], [3.83783, -1.56997, -9.30053], [-2.03732, -8.40663, 1.83433], [3.80727, 5.76115, -0.12022], [5.48133, -3.71691, 5.14510], [5.97146, -3.86842, 2.82287], [-6.12948, 5.60562, -6.43058], [-1.45618, 2.08709, 0.87112], [-2.26996, -6.82880, -2.90525], [-7.73068, 2.90101, 0.98737], [-4.61497, -0.95792, -1.72796], [1.21809, 2.95818, 2.22071], [5.91751, 1.67358, 1.20064], [7.14585, 2.76031, 1.27285], [-5.12503, 5.43446, -4.14154], [7.06881, -7.62595, 0.47395], [1.39059, -3.61411, -10.49268], [-0.02856, -0.36542, -5.81976], [3.53042, 0.47167, 5.58614], [2.34270, -0.10172, -7.12567], [5.19715, 1.08145, -2.95273], [8.62449, 2.22657, -1.83613], [-6.70338, 6.99294, -1.29916], [-8.41707, -1.33791, 2.29415], [-2.91092, 0.16578, 4.77638], [5.02490, 0.94260, 6.38146], [2.03729, 1.15471, -1.77532], [3.45180, 0.42054, 1.41309], [-4.38990, 1.85590, 1.91050], [-5.74617, 6.21234, 2.47725], [2.65634, 5.11063, 2.19017], [-4.38963, 5.86932, -1.78700], [1.66716, 2.29908, 4.99574], [0.13370, -3.97958, 3.95101], [-4.49885, 1.06267, 5.05218], [0.81269, -6.57914, 1.59689], [0.17799, -1.15093, -2.25888], [-8.20777, -3.98115, 1.12641], [0.70862, -4.54667, -0.60720]], "relative_energy_kcal_mol": 205.87, "e_tot_ha": -5513.948350, "gap_ev": 8.20, "lumo_ev": 0.42, "charge": 0}